Entry 1:
Molecular formula: C3H3N3O2
Method: DFT, ωB97M-V/def2-TZVPD

```
11
C3H3N3O2 | the Open Molecules 2025 dataset | ωB97M-V/def2-TZVPD
H -2.02328 1.42088 0.48227
N -1.04835 1.84031 0.66694
C -0.38193 0.83076 0.33296
N 1.01180 0.73296 0.29421
N 1.34134 -0.52911 -0.28099
C 0.21772 -1.26098 -0.53926
O 0.11523 -2.41142 -0.93448
C -0.96633 -0.56216 -0.05528
O -2.16952 -0.84516 0.16531
H 1.65139 1.54139 -0.07661
H 2.25195 -0.75748 -0.05506
```

## Properties
Energy in eV: -11722.365
LUMO energy in eV: -1.620
Gap between HOMO and LUMO in eV: 8.004
Relative energy (zero: lowest compared OMol25 entry of this formula, charge and spin) in kcal/mol: 82.8
Net charge: 0

Entry 2:
Molecular formula: C3H3N3O2S
Method: DFT, ωB97M-V/def2-TZVPD

```
12
C3H3N3O2S | the Open Molecules 2025 dataset | ωB97M-V/def2-TZVPD
C 0.21243 -1.26230 -0.30149
C 0.12672 -0.03039 -0.84440
C -0.29716 -1.08853 2.10688
N 0.05955 -1.63327 1.00707
N -0.37429 1.16704 -0.42452
N -0.11434 2.31325 -0.98792
O 1.02759 2.50741 -1.43452
O -0.92687 3.19613 -0.81561
S -0.91586 -0.35540 3.29780
H 0.40731 -2.17576 -0.85280
H 0.24082 -0.15394 -1.92939
H 0.55410 -2.48424 1.17889
```

## Properties
Energy in eV: -22551.870
LUMO energy (alpha / beta) in eV: -0.234 / -2.968
Gap between HOMO and LUMO (alpha / beta) in eV: 6.766 / 7.276
Relative energy (zero: lowest compared OMol25 entry of this formula, charge and spin) in kcal/mol: 19.7
Multiplicity: 3
Net charge: 0

Entry 3:
Molecular formula: C3H3N3O4
Method: DFT, ωB97M-V/def2-TZVPD

```
13
C3H3N3O4 | the Open Molecules 2025 dataset | ωB97M-V/def2-TZVPD
C -1.02746 0.77484 1.96162
O -0.74360 -0.35298 1.10343
C -0.96901 -0.11992 -0.16997
O -1.47083 0.87222 -0.67542
N -0.66913 -1.30708 -0.86294
C -0.06587 -1.37949 -1.90596
O 0.45590 -1.59531 -2.91374
H -0.02325 1.28109 1.94604
H -1.16317 0.41925 2.93422
H -1.90571 1.17738 1.49424
N 1.58521 0.53561 -1.37797
N 2.54840 0.12841 -1.00187
O 3.44853 -0.43402 -0.53168
```

## Properties
Energy in eV: -15817.590
LUMO energy in eV: 0.555
Gap between HOMO and LUMO in eV: 11.480
Relative energy (zero: lowest compared OMol25 entry of this formula, charge and spin) in kcal/mol: 1.0
Net charge: 0